[1]
A cluster of 12 separate species, C6H38N2O11 in total at a distorted geometry. Source: OMol25; level of theory: ωB97M-V with the def2-TZVPD basis set.

Structure (XYZ):
```
57
Properties=species:S:1:pos:R:3:forces:R:3
C -2.621 -2.366 -0.610 -0.0921 -0.1327 -1.0918
N -2.450 -1.261 0.315 1.1872 1.7567 0.9793
C -1.374 -0.287 0.050 1.6915 -1.7726 -1.7254
C -1.842 0.948 -0.690 -1.1081 0.7708 0.2026
N -2.840 1.657 0.165 -0.4395 -1.0030 -0.3232
C -0.772 1.935 -1.127 1.2778 -0.7791 1.0036
C -1.294 3.165 -1.891 0.8343 0.0854 0.9789
C 0.350 1.281 -1.958 0.7330 0.9844 0.0552
H -1.752 -2.705 -1.199 0.5169 0.3111 1.2110
H -3.224 -2.144 -1.493 -0.5739 0.0591 0.2707
H -3.032 -3.199 -0.056 -0.1466 -0.3437 -0.1688
H -3.216 -0.599 0.427 -0.7709 -0.8479 -0.2281
H -0.582 -0.832 -0.534 -0.9070 0.5166 -0.1067
H -0.726 -0.050 0.877 -0.3397 0.4882 1.2353
H -2.425 0.573 -1.548 0.1699 0.1805 -0.0959
H -2.487 2.026 1.037 0.4455 0.1730 -0.2085
H -3.299 2.397 -0.346 0.0035 0.0588 0.1137
H -0.359 2.215 -0.120 0.0866 0.2794 -0.9133
H -0.465 3.485 -2.527 -0.5319 0.0259 -0.3927
H -1.450 4.009 -1.220 -0.2755 -0.0253 0.1130
H -2.216 2.974 -2.418 -0.1296 -0.0715 -0.4978
H -0.079 0.956 -2.904 0.1310 -0.6451 -0.0640
H 1.096 0.627 -1.476 -1.2053 -0.4105 0.0051
H 1.078 2.050 -2.249 -0.3748 0.2782 -0.0746
O 3.326 1.543 3.217 -0.1379 -0.5915 0.4496
H 2.467 1.546 3.672 0.0880 0.4673 -0.3573
H 3.612 0.618 3.341 0.1270 0.3578 -0.0859
O 2.524 1.028 0.498 -0.5102 0.4132 1.7837
H 2.330 0.304 1.110 0.0346 -0.6873 -0.5768
H 2.431 1.677 1.240 0.5222 0.2798 -0.8780
O 2.978 -1.816 -2.601 -0.0306 -1.1016 0.1482
H 3.883 -1.870 -2.921 -0.1291 0.5335 -0.2553
H 2.539 -1.011 -2.887 0.6652 0.4060 -0.3671
O 0.652 2.221 3.287 -0.3986 -0.0493 0.1160
H 0.285 1.329 3.492 0.3798 0.2542 0.0466
H 0.486 2.750 4.073 -0.0605 0.1034 -0.0568
O 2.465 -4.291 -1.429 0.2666 -0.7644 0.4897
H 1.602 -4.245 -0.983 0.5348 0.4538 -0.7763
H 2.602 -3.536 -2.021 -0.7307 -0.0061 0.5119
O -5.151 -0.995 -1.802 0.4813 0.4714 0.4255
H -4.784 -1.405 -1.006 -0.5329 -0.2470 -0.1597
H -4.535 -0.249 -1.868 -0.4026 0.0262 -0.3342
O 0.371 -2.616 -2.418 -1.0599 -0.2063 0.3263
H 0.612 -2.843 -3.316 0.2776 0.1407 -0.0945
H 0.854 -1.835 -2.155 0.1563 0.0611 -0.1667
O 0.106 -0.337 3.701 0.1852 -0.0357 -0.7708
H 0.178 -0.738 4.569 -0.4094 -0.0685 -0.0323
H -0.826 -0.383 3.362 0.5241 -0.2778 1.1020
O -2.505 -0.069 3.401 0.0406 -0.0669 -0.7296
H -2.382 0.716 2.845 -0.3121 -0.0834 0.2042
H -2.666 -0.770 2.743 -0.2188 0.0489 -0.0124
O 3.323 0.624 -2.071 0.7725 0.5321 0.4618
H 3.433 1.375 -1.470 -0.3429 0.2980 -0.3701
H 3.567 -0.061 -1.440 -0.0829 -0.3863 -0.1892
O 4.179 -1.077 2.815 0.1072 0.0262 -0.1852
H 4.441 -0.670 1.983 0.2456 0.1290 -0.0681
H 3.585 -1.772 2.531 -0.2320 -0.3669 0.1231
```
Forces are in eV/Å.

Values from the calculation:
- SMILES: CNC[C@@H](N)C(C)C.O.O.O.O.O.O.O.O.O.O.O
- HOMO level: -9.23 eV
- Spin multiplicity: 1
- Largest force on an atom: 0.0583 Eh/bohr
- HOMO-LUMO gap: 9.26 eV

=====

[2]
A cluster of 12 separate species, C6H38N2O11 in total at a distorted geometry. Source: OMol25; level of theory: ωB97M-V with the def2-TZVPD basis set.

Structure (XYZ):
```
57
Properties=species:S:1:pos:R:3:forces:R:3
C -1.372 3.205 0.937 -1.6503 -0.2394 -1.6897
C -2.146 1.883 1.121 -2.1779 -1.3549 2.0150
N -3.636 1.797 0.677 6.3204 -4.6628 -2.2783
C -1.523 0.560 0.465 1.6302 0.7678 -1.2802
C 0.059 0.339 0.698 -1.8808 -1.6763 -0.9785
C 0.238 -0.754 1.745 0.3131 -0.3799 1.1706
C -0.523 -0.479 3.162 1.0818 0.6031 -2.2647
N -1.019 -1.788 3.521 -1.9481 0.4978 4.9364
H -2.152 4.026 0.931 0.9816 -0.6583 -1.3093
H -0.851 3.554 1.757 1.3147 -0.1491 2.3716
H -0.559 3.103 0.171 -1.3464 0.7028 -0.1346
H -2.353 1.782 2.316 0.9987 -0.1551 -2.7533
H -3.702 1.879 -0.315 -0.1862 -0.7190 0.0485
H -4.223 2.403 0.984 -4.2178 5.1876 3.1897
H -2.015 -0.269 0.971 -0.3756 -0.0889 -0.6651
H -1.614 0.529 -0.733 -0.6514 0.2946 2.7346
H 0.415 1.371 0.813 0.8541 -0.8236 0.4987
H 0.568 -0.241 -0.144 -1.0577 1.7964 0.4034
H 1.316 -0.973 1.876 -0.3070 0.6849 0.7815
H 0.056 -1.842 1.294 -0.8553 2.3363 0.8771
H -1.314 0.363 3.121 1.1318 -1.4196 -0.3537
H 0.221 -0.098 3.901 -0.4130 -0.6229 -0.4539
H -1.930 -1.988 3.087 0.5539 0.2696 -0.1497
H -1.344 -1.601 4.600 0.8675 -1.2214 -3.0709
O -3.457 -0.166 -2.567 1.5779 2.9272 -2.2364
H -3.856 0.613 -3.066 0.7961 -1.4102 1.0378
H -4.167 -0.601 -2.190 -2.2884 -1.3997 1.2227
O 0.080 -4.071 -1.197 -4.9621 -0.3185 1.2629
H -0.759 -3.539 -0.848 2.6464 -1.9030 -1.1788
H 0.723 -3.419 -1.165 2.1192 2.1768 0.0854
O 3.425 -0.336 0.250 3.7140 -0.1862 -3.4238
H 2.777 -0.756 0.710 -3.0511 -1.7585 2.5102
H 3.791 -1.138 -0.373 -0.4511 2.2339 1.1650
O 2.141 -3.592 2.198 1.6498 1.1261 -4.5349
H 2.717 -3.391 2.869 1.4113 0.4247 2.8273
H 1.357 -3.978 2.413 -3.0004 -1.4552 1.6157
O -0.639 2.103 -4.344 -3.5213 0.0258 -1.6220
H -0.018 1.450 -4.094 1.1876 -1.2689 0.4674
H -1.397 1.539 -4.752 2.0073 1.6018 1.0461
O -3.406 3.037 -2.179 1.8303 -0.5791 0.1991
H -3.331 2.406 -1.421 0.2086 1.1837 -1.6232
H -2.444 3.154 -2.444 -1.6233 -0.1870 0.2410
O 0.653 -0.016 -3.282 0.2114 -0.1257 1.0807
H 1.228 0.441 -2.595 -0.3886 0.1104 -0.2845
H -0.111 -0.301 -2.743 0.1217 0.3299 -0.3854
O 1.930 1.222 -1.173 -2.2434 2.6723 -3.0110
H 2.513 0.664 -0.700 1.7970 -0.6506 2.0123
H 1.723 2.139 -0.883 0.8818 -1.5269 0.0647
O 3.661 1.036 3.101 1.1544 -1.1778 -1.0366
H 3.235 1.870 3.121 -0.6468 1.2607 0.0868
H 4.122 1.018 2.228 -0.5912 -0.1892 0.8881
O 4.388 -2.256 -1.230 -2.5957 -3.0767 0.6347
H 3.721 -2.440 -1.966 0.9797 1.0639 0.7280
H 3.961 -2.957 -0.590 1.6483 1.6821 -1.2649
O 1.762 -2.136 -2.323 -0.0806 1.0847 -0.7198
H 1.363 -1.387 -2.935 0.8345 -1.5827 0.9804
H 1.717 -2.976 -2.781 -0.3136 -0.0781 -0.4806
```
Forces are in eV/Å.

Values from the calculation:
- SMILES: C[C@@H](N)CCCCN.O.O.O.O.O.O.O.O.O.O.O
- HOMO level: -9.53 eV
- Spin multiplicity: 1
- Largest force on an atom: 0.1590 Eh/bohr
- HOMO-LUMO gap: 9.72 eV